17
Properties=species:S:1:pos:R:3 method="wB97M-V/def2-TZVPD" e_homo_ev=-14.380 energy_ev=-7865.865 charge=+1 e_above_lowest_ev=0.483 lumo_energy_ev=-4.71 orbital_gap_ev=9.67 max_force_ha_per_bohr=0.0464
C -3.42761 1.41577 0.70804
C -2.27456 0.78686 0.63692
C -1.21239 -0.03058 0.80934
C 0.12553 -0.30298 0.21261
C 0.84005 -1.48247 0.72354
N 0.58061 0.49350 -0.71052
C 1.84649 0.44954 -1.39858
H -4.29205 1.07692 0.15974
H -3.52197 2.34108 1.25245
H -1.38131 -0.70867 1.64750
H 0.22446 -2.37003 0.56457
H 0.98345 -1.39795 1.80137
H 1.80090 -1.64262 0.24635
H -0.03303 1.24779 -1.00766
H 1.73105 -0.02510 -2.37519
H 2.19841 1.46800 -1.55356
H 2.59259 -0.09512 -0.82643

=====

183
Properties=species:S:1:pos:R:3 method="wB97M-V/def2-TZVPD" e_homo_ev=-7.704 energy_ev=-81139.515 charge=0 e_above_lowest_ev=5.708 lumo_energy_ev=0.34 orbital_gap_ev=8.05 max_force_ha_per_bohr=0.1073
C 6.58813 3.61065 3.13447
C 5.11767 3.26941 3.13253
C 4.63682 3.01292 1.69564
C 4.92522 2.03251 4.04269
C 5.01605 2.26299 5.51930
C 3.85352 3.24838 5.81652
C 4.02963 4.61402 5.09147
C 2.62205 5.24153 5.14114
C 5.01434 5.52610 5.88999
N 4.34197 4.41229 3.69273
O 4.52753 5.53971 3.06771
H 6.92184 3.75143 4.16253
H 7.10283 2.69035 2.85834
H 6.85734 4.42885 2.46651
H 4.96966 2.05456 1.29706
H 3.57499 2.76740 1.67752
H 4.68585 3.79946 0.94261
H 3.90835 1.69097 3.84928
H 5.59550 1.25692 3.67215
H 4.84460 1.29916 5.99861
H 6.01684 2.63101 5.74530
H 3.66496 3.42498 6.87546
H 2.88991 2.80281 5.56947
H 2.58612 6.27048 4.78327
H 2.22110 5.18955 6.15339
H 1.85755 4.62359 4.67020
H 5.11394 5.32544 6.95672
H 4.82867 6.57878 5.67668
H 6.07024 5.42467 5.63925
H 3.64966 5.75229 2.74249
C -5.20199 -1.48667 2.28751
C -6.69213 -1.20030 2.04087
C -6.75749 -0.18490 0.87490
C -7.45868 -2.50714 1.45872
C -7.93882 -3.56775 2.39699
C -8.54327 -2.88736 3.70952
C -7.86030 -1.61612 4.35768
C -9.03142 -1.00484 5.21409
C -6.66420 -1.92047 5.21893
N -7.50037 -0.71389 3.20348
O -7.08846 0.57096 3.64591
H -4.60394 -1.56579 1.37967
H -4.77474 -0.69510 2.90313
H -5.04057 -2.42682 2.81492
H -7.74796 0.04000 0.47929
H -6.23034 0.71654 1.18735
H -6.11216 -0.46310 0.04169
H -8.17008 -2.26705 0.66856
H -6.65677 -2.95000 0.86803
H -8.75628 -4.11143 1.92341
H -7.08960 -4.21929 2.60295
H -8.59024 -3.68722 4.44851
H -9.59409 -2.67732 3.51012
H -9.41386 -1.86423 5.76480
H -9.79617 -0.45860 4.66193
H -8.46292 -0.34836 5.87283
H -6.12415 -2.75668 4.77485
H -7.02682 -2.24639 6.19380
H -5.99098 -1.07293 5.34758
H -7.83012 1.14742 3.44786
C -1.24744 6.67126 -2.12559
C -0.64167 5.47630 -1.43642
C -1.77990 4.58346 -0.86219
C 0.03842 4.53805 -2.49624
C 1.42272 4.90586 -2.89974
C 2.24833 5.04108 -1.60030
C 1.75815 6.06035 -0.62573
C 2.55367 5.84995 0.75027
C 2.11407 7.49757 -1.16155
N 0.28626 5.91114 -0.38125
O -0.37958 6.60542 0.68842
H -0.55489 7.45813 -2.42444
H -1.73194 6.30124 -3.02916
H -1.97824 7.07396 -1.42427
H -1.37230 3.62186 -0.55026
H -2.22778 4.98794 0.04550
H -2.60090 4.38460 -1.55103
H 0.08351 3.50369 -2.15542
H -0.36979 4.60970 -3.50437
H 1.85618 4.15444 -3.55973
H 1.37373 5.80742 -3.51040
H 3.21334 5.39155 -1.96639
H 2.42327 4.07310 -1.13072
H 2.01942 6.45643 1.48161
H 3.62157 6.04560 0.84721
H 2.30226 4.85282 1.11170
H 3.20160 7.52316 -1.23033
H 1.80931 8.33589 -0.53510
H 1.77547 7.52839 -2.19716
H -0.57101 7.42991 0.23547
C 0.97112 1.20514 -1.30892
C 1.45778 -0.23403 -1.03095
C 2.38096 -0.88487 -2.16071
C 2.27875 -0.18851 0.24535
C 2.42781 -1.50676 1.12931
C 0.97666 -1.92614 1.43225
C 0.19523 -2.19430 0.08204
C 0.77518 -3.49147 -0.61710
C -1.34339 -2.33495 0.50160
N 0.25748 -1.06468 -0.87526
O -0.66316 -1.11515 -2.00005
H 0.64434 1.27041 -2.34673
H 0.18305 1.57483 -0.65288
H 1.82592 1.87872 -1.24813
H 3.22626 -1.46539 -1.79119
H 1.78931 -1.52967 -2.81053
H 2.82612 -0.19858 -2.88109
H 3.30940 0.02366 -0.03896
H 2.08848 0.67994 0.87598
H 2.85632 -2.33873 0.57047
H 3.06115 -1.29839 1.99161
H 0.52655 -1.02844 1.85609
H 0.86676 -2.73802 2.15118
H 1.34139 -4.12020 0.07008
H 1.37598 -3.14562 -1.45824
H -0.06009 -4.03126 -1.06326
H -1.78520 -3.32682 0.59693
H -2.07260 -1.81961 -0.12353
H -1.59573 -2.18594 1.55146
H -0.31937 -1.91514 -2.40431
C -4.59539 -5.27777 0.32879
C -3.55815 -5.98852 -0.56464
C -3.44915 -5.06862 -1.81486
C -2.15498 -6.10556 0.15831
C -2.13557 -7.23188 1.17559
C -2.48751 -8.52691 0.49975
C -3.87866 -8.52835 -0.24010
C -4.13104 -9.82805 -1.07912
C -4.94234 -8.50015 0.89195
N -3.98934 -7.33182 -1.00445
O -5.00139 -7.34273 -2.01353
H -5.65745 -5.48850 0.20341
H -4.49870 -5.51726 1.38774
H -4.44931 -4.19903 0.27320
H -2.75102 -5.46603 -2.55160
H -4.41643 -4.85755 -2.27084
H -3.11317 -4.11859 -1.39935
H -1.33534 -6.03680 -0.55693
H -2.12743 -5.16280 0.70471
H -1.17445 -7.40761 1.65877
H -2.83420 -7.08943 2.00005
H -2.44292 -9.30646 1.26028
H -1.63579 -8.79268 -0.12639
H -5.19295 -9.92338 -1.30573
H -3.66464 -10.78057 -0.82758
H -3.59937 -9.61335 -2.00611
H -5.90138 -8.30581 0.41177
H -4.85502 -7.69802 1.62480
H -5.01291 -9.43897 1.44126
H -4.49220 -7.20405 -2.81546
C 5.26857 2.46505 -6.73685
C 4.76798 1.80261 -5.46476
C 4.93660 2.84725 -4.28018
C 3.22323 1.39782 -5.54521
C 2.92962 0.24780 -6.45845
C 3.64399 -0.98533 -5.95873
C 5.17945 -0.78231 -5.62914
C 5.54488 -1.80153 -4.51681
C 6.00394 -1.19394 -6.92343
N 5.56769 0.61184 -5.19579
O 6.90599 0.84777 -4.85935
H 4.50575 3.19644 -7.00385
H 6.20649 2.99313 -6.56500
H 5.45142 1.74033 -7.53023
H 4.77512 2.48030 -3.26659
H 5.90214 3.34565 -4.36638
H 4.15418 3.55519 -4.55358
H 2.72554 1.34697 -4.57680
H 2.59338 2.13803 -6.03863
H 1.85011 0.12170 -6.37562
H 3.18076 0.47036 -7.49552
H 3.68868 -1.76369 -6.72048
H 3.02237 -1.45606 -5.19709
H 5.19258 -2.82272 -4.66228
H 5.32827 -1.46277 -3.50368
H 6.63482 -1.81086 -4.50906
H 7.04810 -0.88996 -6.84980
H 5.70059 -0.64036 -7.81204
H 6.14520 -2.20908 -7.29442
H 6.89604 0.88623 -3.90017
O -1.39909 0.91063 1.42937
H -1.28979 0.22604 0.76936
H -0.53839 0.98648 1.84127

=====

17
Properties=species:S:1:pos:R:3 method="wB97M-V/def2-TZVPD" e_homo_ev=-9.069 energy_ev=-18688.588 charge=0 e_above_lowest_ev=4.623 lumo_energy_ev=0.77 orbital_gap_ev=9.84 max_force_ha_per_bohr=0.0742
C -1.92445 -1.38564 -2.67465
C -2.08191 -0.84952 -1.53783
C -2.18253 -0.41268 0.00492
N -0.94168 -0.04415 0.65413
C -0.25216 1.09566 -0.04795
C 1.11581 0.33857 0.04060
S 2.49675 0.95819 1.26885
C 0.23458 -0.94973 0.50347
H -1.91993 -1.47818 -3.82848
H -2.79746 0.57340 0.00635
H -2.75643 -1.29882 0.45911
H -0.30578 2.06105 0.49391
H -0.58971 1.40213 -1.06908
H 1.58358 0.15970 -0.89619
H 3.14151 -0.35941 1.03671
H 0.21958 -1.76557 -0.28106
H 0.61227 -1.33615 1.46680

=====

97
Properties=species:S:1:pos:R:3 method="wB97M-V/def2-TZVPD" e_homo_ev="-9.299 / -9.059" energy_ev=-64854.482 charge=+1 e_above_lowest_ev=4.028 lumo_energy_ev="-3.43 / -3.92" orbital_gap_ev="5.87 / 5.14" max_force_ha_per_bohr=0.0370
Tl 0.60778 -0.07608 0.44660
C 3.19171 4.35545 -3.58210
C 2.19770 3.94167 -2.54137
C 0.82694 3.92628 -2.77967
C -0.06311 3.50534 -1.81125
C 0.36896 3.05297 -0.55428
N -0.48821 2.45217 0.33088
C -1.56337 3.01159 0.82660
C -1.79291 4.42407 0.72059
C -2.96190 5.01029 1.08280
C -4.02934 4.22646 1.57607
C -5.30370 4.87172 2.01030
C -3.83581 2.87402 1.72587
C -2.61633 2.23594 1.44461
N -2.47990 0.91032 1.82378
C -3.55188 0.04295 1.61120
C -3.43782 -1.27850 1.76641
C -1.40269 -0.76318 3.01991
N -1.37172 0.48484 2.35184
C 1.75605 3.12917 -0.29962
C 2.63308 3.56441 -1.27945
N 2.28311 2.94208 0.99234
C 2.98475 3.88190 1.66441
C 3.30970 3.34772 2.88838
C 2.77023 2.05565 2.85782
N 2.16026 1.83002 1.71105
H 2.70319 4.79006 -4.44974
H 3.77390 3.49184 -3.90587
H 3.89067 5.08375 -3.17410
H 0.45166 4.24903 -3.74050
H -1.12405 3.49662 -2.02027
H -0.97200 5.02017 0.35130
H -3.08041 6.08196 1.01943
H -5.65227 5.58081 1.26343
H -5.15252 5.42423 2.93705
H -6.08127 4.13349 2.18357
H -4.63642 2.30723 2.17969
H -4.46713 0.48055 1.25311
H -4.25747 -1.94516 1.55866
H -0.36243 -1.05608 3.18516
H 3.68465 3.61662 -1.03829
H 3.17273 4.84975 1.24609
H 3.85072 3.80659 3.68993
H 2.80213 1.30082 3.61825
C 3.78014 -1.60243 1.93640
C 3.05474 -2.61304 1.11960
C 3.51129 -3.81934 0.57384
C 2.42973 -4.35097 -0.10483
C 2.35902 -5.62076 -0.87276
N 1.39682 -3.48888 0.04061
N 1.78200 -2.44263 0.79335
B -0.04772 -3.58248 -0.44492
N -0.91663 -3.17123 0.79876
N -1.33324 -1.98986 0.94247
C -2.10551 -1.88322 2.12830
C -2.12541 -0.66513 4.36646
C -2.08269 -3.25846 2.67861
C -1.31791 -3.99893 1.83997
C -0.89228 -5.41495 1.90160
N -0.45004 -2.63720 -1.59169
N -0.85980 -1.37731 -1.36608
C -1.54545 -0.96644 -2.41818
C -2.27396 0.33198 -2.37981
C -1.54239 -1.96769 -3.39771
C -0.83488 -3.01287 -2.83626
C -0.47946 -4.32151 -3.43630
H 4.76254 -1.97284 2.21637
H 3.21333 -1.36725 2.83460
H 3.89405 -0.67592 1.37382
H 4.48816 -4.24942 0.65739
H 3.32277 -6.12291 -0.83521
H 2.10098 -5.42554 -1.91202
H 1.60455 -6.28661 -0.45789
H -0.31383 -4.69551 -0.74862
H -1.67804 0.13302 4.95479
H -2.02193 -1.59898 4.90996
H -3.18023 -0.44253 4.23201
H -2.59207 -3.57678 3.56429
H -1.26080 -5.89050 2.80407
H 0.19543 -5.46674 1.89522
H -1.26645 -5.96917 1.04296
H -1.84558 0.96435 -1.60309
H -3.31953 0.14421 -2.13045
H -2.24967 0.84573 -3.33858
H -2.01035 -1.94383 -4.36105
H -0.76716 -4.34707 -4.48315
H -0.98615 -5.12937 -2.91291
H 0.59248 -4.48652 -3.35264
N 2.02912 0.23102 -4.09713
C 3.19953 -0.24274 -3.57849
C 3.03971 -0.21785 -2.22485
N 1.80312 0.25830 -1.92059
C 1.21877 0.51956 -3.05952
H 1.81446 0.32855 -5.07605
H 4.01422 -0.54733 -4.20023
H 3.72405 -0.50899 -1.45706
H 0.23292 0.92148 -3.16803

=====

27
Properties=species:S:1:pos:R:3 method="wB97M-V/def2-TZVPD" e_homo_ev=-8.314 energy_ev=-36795.909 charge=0 e_above_lowest_ev=3.345 lumo_energy_ev=-0.47 orbital_gap_ev=7.85 max_force_ha_per_bohr=0.0623
C -2.44923 3.18294 1.85265
C -1.39276 -0.09577 0.76634
C -3.70088 2.78255 1.44378
C -2.08041 0.87834 1.44546
C -1.52840 2.08530 1.85404
C 0.07573 -0.76528 -1.62324
C 2.13487 -0.35047 -0.38852
C 0.65356 -2.16425 0.35329
C 0.67710 -0.75393 -0.22833
N -0.05610 0.12344 0.72935
O -0.26640 2.37016 -1.10832
O 1.44959 2.43972 0.51554
S -3.84485 1.17809 1.08151
S 0.09432 2.06155 0.22324
H -2.10682 4.17758 2.25663
H -1.78630 -1.00400 0.25172
H -4.60454 3.33740 1.75861
H -0.61292 2.21160 2.32411
H 0.61457 -0.03538 -2.13081
H 0.19863 -1.65831 -2.11361
H -0.95433 -0.49548 -1.67430
H 2.18038 0.72389 -0.51733
H 2.42665 -0.82648 -1.34387
H 2.80572 -0.65252 0.38951
H -0.06567 -2.31813 1.06982
H 0.46369 -2.87256 -0.49083
H 1.58528 -2.53320 0.88103

=====

8
Properties=species:S:1:pos:R:3 method="wB97M-V/def2-TZVPD" e_homo_ev="-7.940 / -9.116" energy_ev=-27903.842 charge=0 e_above_lowest_ev=0.572 lumo_energy_ev="-0.17 / -3.00" orbital_gap_ev="7.77 / 6.12" max_force_ha_per_bohr=0.0801 spin_multiplicity=3
C 0.21730 -0.24727 0.22982
N 0.92119 1.05593 0.56155
N 2.13057 1.01549 0.73137
O 0.84428 -1.33502 0.23091
P 3.35173 -0.01194 0.97281
Cl 4.82765 0.80696 -0.16709
H -0.65386 -0.22545 1.09224
H -0.18363 0.11862 -0.68185